Molecular formula: C3H13N2O3
Method: DFT, wB97M-V/def2-TZVPD

The geometry in XYZ format:
```
21
Properties=species:S:1:pos:R:3:forces:R:3
O 1.2031 1.2062 0.2738 0.2 0.0 0.1
C 1.0687 0.9785 -0.9099 -0.2 0.0 0.0
N 1.9452 1.2261 -1.8931 0.1 0.1 -0.1
C -0.2651 0.3914 -1.3810 0.7 0.5 -1.0
N -0.8810 -0.3498 -0.2790 -0.9 0.3 -0.6
C -2.3835 -0.3749 -0.2944 0.3 -0.6 0.6
H 2.8095 1.7135 -1.7291 0.0 0.1 0.4
H 1.6628 1.1856 -2.8540 -0.1 -0.2 -0.2
H -0.8546 1.2493 -1.6873 -0.5 0.1 0.3
H -0.1449 -0.2018 -2.2853 -0.1 -0.4 0.2
H -0.6143 0.1486 0.5662 0.7 0.1 0.5
H -0.4550 -1.2843 -0.2511 0.1 0.1 0.5
H -2.7044 -0.3767 0.7440 -0.1 0.0 0.0
H -2.7249 -1.3035 -0.7434 -0.1 0.3 -0.3
H -2.7429 0.5268 -0.7630 -0.2 0.0 -0.3
H 1.9056 -2.2095 1.0141 -0.1 0.2 0.1
H 1.1786 -0.8434 1.3119 0.3 -0.3 0.3
O 1.1716 -1.6402 0.7601 -0.1 -0.2 -0.3
H 1.0193 0.1206 3.6479 0.1 0.2 -0.2
H -0.4455 -0.2071 3.6861 0.0 0.0 -0.2
O 0.2516 0.0446 3.0666 -0.1 -0.1 0.3
```
Forces are in eV/Å.

Results
* orbital gap: 0.4270 Ha
* HOMO: -14.370 eV
* net charge: +1
* spin multiplicity: 1

For each atom in turn, the natural (NBO) charge in e is: O -0.6126; C 0.6735; N -0.7846; C -0.3309; N -0.5153; C -0.4130; H 0.4271; H 0.4043; H 0.2443; H 0.2387; H 0.4650; H 0.4827; H 0.2346; H 0.2378; H 0.2301; H 0.5034; H 0.5099; O -1.0029; H 0.4897; H 0.4844; O -0.9661

Molecular formula: C3H13N2OS2
Method: DFT, wB97M-V/def2-TZVPD

The geometry in XYZ format:
```
21
Properties=species:S:1:pos:R:3:forces:R:3
S -1.0146 1.5476 -0.3896 -0.4 -1.4 2.2
S -1.4977 0.1080 0.9223 0.5 2.1 -1.7
C 2.4619 0.4260 -1.4792 -0.4 1.2 0.6
C 2.6157 -0.1757 -0.3085 0.1 -0.8 -0.5
C 2.1733 0.3656 1.0372 -0.2 0.0 -0.6
N 1.6585 -0.6389 1.9579 -0.2 1.2 0.1
N -4.8241 0.1704 -0.2801 0.5 -0.2 1.0
H -0.6260 0.8853 -1.5069 0.0 -0.4 0.0
H 2.7659 0.0037 -2.4285 0.1 0.0 0.2
H 2.0806 1.4676 -1.4719 0.0 -0.6 -0.3
H 3.1069 -1.1518 -0.3338 -0.3 0.1 0.4
H 2.9868 0.8857 1.5339 0.2 0.0 0.0
H 1.3779 1.1322 0.8414 0.4 0.0 -0.1
H 0.6430 -0.7309 1.9330 -0.2 -0.7 -0.4
H 1.8897 -0.3364 2.9007 0.0 -0.3 0.1
H -5.6630 0.4356 0.2239 -0.3 -0.1 -0.5
H -4.1054 0.5032 0.3608 0.0 0.1 -0.5
H -4.7507 0.6287 -1.1759 -0.1 0.2 0.1
H -0.6558 -2.5894 -0.7043 -0.3 -0.4 0.0
H -0.5736 -1.0640 -0.7554 0.3 -1.0 -0.2
O -0.0492 -1.8724 -0.8770 0.3 0.8 -0.1
```
Forces are in eV/Å.

Results
* orbital gap: 0.1595 Ha
* HOMO: -13.374 eV
* net charge: +1
* spin multiplicity: 1

For each atom in turn, the natural (NBO) charge in e is: S 0.3189; S 0.1916; C -0.3970; C -0.1798; C -0.2672; N -0.6435; N -1.0549; H 0.1706; H 0.2337; H 0.1714; H 0.2329; H 0.2340; H 0.1789; H 0.3477; H 0.3835; H 0.3817; H 0.3228; H 0.3702; H 0.4833; H 0.4337; O -0.9124

Molecular formula: C3H13N2OS2
Method: DFT, wB97M-V/def2-TZVPD

The geometry in XYZ format:
```
21
Properties=species:S:1:pos:R:3:forces:R:3
S -1.9828 -0.2019 2.8458 -0.8 -1.3 0.9
S -0.9884 0.7731 1.4615 0.7 1.0 -1.8
C -1.1895 -0.1077 -0.2212 0.6 -1.4 2.7
C -0.0539 0.2794 -1.1063 0.1 1.5 -0.8
C -0.0479 -0.3211 -2.5387 1.4 0.5 1.4
N 1.1600 0.2676 -3.1879 -1.3 -0.1 0.1
N 1.2978 -0.0297 -0.4644 -0.6 -0.3 -1.4
H -3.2807 0.0771 2.5643 0.3 0.3 -0.1
H -2.1874 0.1568 -0.5017 -0.3 0.0 -0.9
H -1.1132 -1.1924 0.0366 -0.4 0.6 -0.4
H -0.0272 1.3916 -1.2280 -0.2 -0.8 0.0
H -0.9430 0.0596 -3.0174 -0.2 -0.6 -0.2
H 0.0384 -1.4225 -2.4745 -0.5 0.4 -0.2
H 0.7388 0.7671 -3.9659 1.1 0.0 -0.3
H 1.7985 -0.4506 -3.4992 -0.2 0.1 -0.5
H 1.9386 0.7423 -0.6712 0.0 -0.3 0.2
H 1.7121 -0.8532 -0.9428 0.0 0.4 0.9
H 1.1903 -0.1628 0.5379 0.2 -0.1 0.3
H 4.5250 -1.4525 -0.3137 -0.1 0.0 0.1
H 4.1936 -0.8232 -1.6516 0.0 0.1 0.1
O 3.8360 -0.9473 -0.7630 0.1 -0.1 -0.3
```
Forces are in eV/Å.

Results
* orbital gap: 0.3464 Ha
* HOMO: -12.365 eV
* net charge: +1
* spin multiplicity: 1

For each atom in turn, the natural (NBO) charge in e is: S -0.0591; S 0.0297; C -0.5351; C -0.0706; C -0.2355; N -0.8685; N -0.6940; H 0.1392; H 0.2607; H 0.2294; H 0.2257; H 0.2271; H 0.2024; H 0.3918; H 0.3754; H 0.4624; H 0.4576; H 0.4514; H 0.5015; H 0.4876; O -0.9790

Molecular formula: C3H13N2Si
Method: DFT, wB97M-V/def2-TZVPD

The geometry in XYZ format:
```
19
Properties=species:S:1:pos:R:3:forces:R:3
C 1.1774 1.7436 0.2820 -1.4 1.4 -0.7
Si 0.8264 0.2790 -0.7725 -0.1 -0.5 0.7
C 1.8473 -1.2532 -0.3864 -0.3 1.7 1.5
C -0.9834 -0.3058 -0.3701 -0.6 -0.8 0.9
N -1.8176 0.8060 -0.1399 0.5 -1.5 0.0
N -1.2798 -1.1761 1.0138 1.8 0.0 -1.9
H 2.1486 1.9046 0.6700 1.0 -0.2 0.4
H 0.8738 2.7193 -0.1746 0.4 -0.8 -0.1
H 0.4710 1.6932 1.0871 -0.2 -0.1 1.1
H 0.4059 0.7563 -2.0737 0.4 -0.2 -0.9
H 2.9266 -1.1165 -0.2600 -0.3 -0.1 -0.1
H 1.3881 -1.5906 0.5835 0.8 0.0 -0.8
H 1.6239 -1.9064 -1.1657 -0.1 -1.7 -1.1
H -1.3876 -1.0838 -1.0693 0.4 1.1 0.0
H -2.7055 0.6945 -0.5370 -1.4 0.6 -0.6
H -1.3917 1.6884 -0.1972 0.2 1.2 -0.3
H -1.3411 -0.3887 1.6808 0.6 -1.1 0.4
H -0.5643 -1.9729 1.0056 -1.4 1.5 1.1
H -2.2180 -1.4908 0.8235 -0.3 -0.5 0.4
```
Forces are in eV/Å.

Results
* orbital gap: 0.4150 Ha
* structure (SMILES): C[SiH](C)[C@H](N)[NH3+]
* HOMO: -14.587 eV
* net charge: +1
* spin multiplicity: 1

For each atom in turn, the natural (NBO) charge in e is: C -1.1401; Si 1.3495; C -1.0615; C -0.2365; N -0.8527; N -0.7631; H 0.2769; H 0.2684; H 0.2349; H -0.1488; H 0.2781; H 0.2091; H 0.2480; H 0.2114; H 0.3928; H 0.3999; H 0.4595; H 0.4504; H 0.4240

Molecular formula: C3H13N4
Method: DFT, wB97M-V/def2-TZVPD

The geometry in XYZ format:
```
20
Properties=species:S:1:pos:R:3:forces:R:3
N 1.2615 -2.0392 0.0814 -0.1 0.4 0.4
C 2.2823 -1.4457 0.9559 -0.1 -0.1 0.1
N 1.9348 -0.2612 1.7319 -0.4 -0.2 -0.2
H 0.5086 -2.3948 0.6615 0.0 -0.2 -0.1
H 0.8948 -1.3362 -0.5514 0.1 -0.1 -0.2
H 2.5737 -2.2298 1.6542 0.1 0.1 0.0
H 3.1475 -1.2047 0.3487 0.1 0.0 -0.1
H 1.5812 0.4909 1.1506 0.2 0.1 0.0
H 1.2692 -0.4603 2.4687 0.1 0.0 0.1
C -1.7809 0.5848 -0.9239 0.1 0.0 -0.1
C -1.1484 1.7588 -0.8946 0.1 0.0 -0.4
N -1.2779 2.7203 -1.8627 0.6 -0.4 0.2
N -1.6123 -0.3769 0.1801 -0.2 0.2 0.3
H -2.4821 0.2877 -1.6830 -0.1 -0.1 0.0
H -0.4739 1.9873 -0.0779 -0.1 0.2 0.1
H -0.5523 3.4207 -1.8457 -0.1 0.1 0.0
H -1.4170 2.3617 -2.7966 -0.3 0.2 0.0
H -1.5878 -1.3454 -0.1494 0.1 0.1 -0.1
H -2.3803 -0.3004 0.8514 -0.1 -0.1 0.0
H -0.7409 -0.2177 0.7007 0.0 -0.1 -0.1
```
Forces are in eV/Å.

Results
* orbital gap: 0.3350 Ha
* HOMO: -12.715 eV
* net charge: +1
* spin multiplicity: 1

For each atom in turn, the natural (NBO) charge in e is: N -0.8199; C -0.0748; N -0.8290; H 0.3320; H 0.3267; H 0.2018; H 0.1985; H 0.3344; H 0.3526; C -0.2266; C 0.0649; N -0.7579; N -0.6770; H 0.2353; H 0.2043; H 0.4046; H 0.4008; H 0.4473; H 0.4396; H 0.4426

Molecular formula: C3H13N4
Method: DFT, wB97M-V/def2-TZVPD

The geometry in XYZ format:
```
20
Properties=species:S:1:pos:R:3:forces:R:3
C -2.9746 1.2577 0.4714 -1.0 -1.2 -1.1
C -0.4960 -1.2967 -1.6293 -0.6 -2.4 -1.7
C 0.4857 -1.3469 0.4927 3.2 0.6 -1.0
N -0.4708 -1.3305 1.2971 -3.4 -0.3 1.9
N 3.2423 0.8717 0.4996 1.9 -1.2 -2.6
N 0.3063 -0.6986 -0.8333 -1.9 -2.3 0.4
N 1.1663 0.2323 -1.1494 1.9 1.0 3.2
H -1.9993 1.3748 -0.0119 -0.6 1.2 -0.9
H -2.8906 1.7463 1.4094 0.0 0.1 1.1
H -2.8941 0.1404 0.5344 -1.1 0.7 0.5
H -0.4101 -1.0506 -2.7306 -0.4 -0.3 1.5
H -0.9451 -2.3414 -1.3007 0.6 2.8 -0.6
H -4.0111 1.5874 0.0128 2.7 -0.7 0.3
H -0.3853 -1.7677 2.2104 1.0 -0.3 -0.2
H -1.4829 -1.1072 1.2681 0.5 0.8 -1.2
H 3.3593 0.3795 1.3443 0.8 -0.8 0.9
H 2.8065 1.6981 0.7372 -0.9 2.4 0.4
H 1.3947 0.4160 -2.0788 -0.3 -0.2 -2.0
H 2.0585 0.1695 -0.5123 -1.0 0.8 -0.4
H 4.1404 1.0660 -0.0312 -1.4 -0.4 1.4
```
Forces are in eV/Å.

Results
* orbital gap: 0.3453 Ha
* HOMO: -13.509 eV
* net charge: +1
* spin multiplicity: 1

For each atom in turn, the natural (NBO) charge in e is: C -0.8537; C -0.1061; C 0.2811; N -0.7013; N -1.0633; N -0.1171; N -0.6112; H 0.2080; H 0.2250; H 0.1671; H 0.2304; H 0.2474; H 0.2570; H 0.4277; H 0.4126; H 0.3881; H 0.3753; H 0.3935; H 0.4384; H 0.4011

It is found that the calculated total energy values, taken in the order of the records, are -12439.121 -30008.887 -30013.731 -14172.651 -9274.786 -9271.361 eV.
It is found that the ΔE to the lowest compared entry with this formula, charge and spin values, taken in the order of the records, are 53.2 549.5 82.1 109.9 266.2 596.6 kJ/mol.